[1]
ORCA calculation (the ωB97M-V functional and the def2-TZVPD basis) on a cluster of 2 separate species, C5H8IN3 in total at a distorted geometry.

calculated total energy	-17882.5742	eV
energy above the lowest of the compared OMol25 structures with the same formula, charge and spin	47.9	kcal/mol
structure (SMILES)	I/C=C1/NC=NN1.C=C

Each line ends with the Mulliken charge.
CARTESIAN COORDINATES (ANGSTROEM)
C1 0.007 -1.478 2.114  -0.055
C2 0.938 0.168 -2.321  -0.421
H1 1.184 0.009 0.917  0.240
C3 -1.024 1.376 0.210  -0.966
N1 -1.244 -1.708 2.093  -0.634
C4 2.004 0.524 -1.630  -0.690
H2 -2.612 -0.970 0.904  0.266
H3 0.222 0.864 -2.817  0.218
C5 -0.841 0.245 0.909  0.339
H4 0.420 -0.761 -2.466  0.242
I1 -3.018 1.937 -0.440  -0.052
H5 0.691 -2.165 2.693  0.356
N2 0.363 -0.327 1.345  -0.100
N3 -1.787 -0.632 1.411  0.112
H6 2.308 1.505 -1.562  0.370
H7 2.510 -0.406 -1.167  0.275
H8 -0.119 1.818 -0.194  0.500

Forces on the atoms, in the same order (eV/Å):
C 1.691 -0.482 -0.131
C -2.370 1.542 -1.071
H 1.314 -0.199 0.047
C -0.420 -0.020 -0.332
N 0.554 0.649 0.263
C -0.347 -4.785 0.235
H 0.455 1.094 0.131
H 1.124 0.299 0.394
C -0.295 -0.949 0.085
H 0.888 -1.066 0.534
I 1.588 -0.389 0.412
H -0.562 1.253 -1.066
N -2.007 -0.443 1.080
N -1.758 -0.949 -0.323
H 0.953 1.845 0.346
H -0.138 2.133 -0.448
H -0.670 0.467 -0.155

[2]
ORCA calculation (the ωB97M-V functional and the def2-TZVPD basis) on a cluster of 11 separate species, C36H58N7O4S3 in total at a distorted geometry.

calculated total energy	-89391.4191	eV
charge	-1

Each line ends with the Mulliken charge.
CARTESIAN COORDINATES (ANGSTROEM)
H1 -6.529 1.728 -0.280  0.331
C1 -7.508 -2.671 -4.764  -0.522
H2 4.068 -1.395 1.547  0.260
C2 -2.939 -5.883 0.937  -0.401
H3 1.361 -3.446 -4.411  0.371
C3 6.365 -2.636 -0.212  -0.287
C4 3.864 1.540 -4.140  -0.604
C5 6.209 -1.213 1.411  -0.480
H4 -5.677 0.347 0.172  0.275
C6 0.540 1.010 0.808  -0.101
C7 -6.559 -1.672 -4.467  -0.348
H5 -0.185 -4.191 -4.157  0.338
H6 -4.632 0.453 2.995  0.347
H7 6.233 5.446 4.112  0.355
H8 1.830 -4.237 9.239  0.375
H9 -5.628 -0.926 2.512  0.285
H10 -0.118 -2.495 -4.812  0.299
C8 -2.396 -6.700 1.864  -0.305
C9 7.074 -1.761 0.514  -0.422
C10 -5.454 -3.571 -4.446  -0.511
H11 -1.970 5.913 -3.430  0.284
N1 4.648 0.423 -3.896  -0.008
C11 1.582 -3.165 7.259  -0.448
C12 6.266 5.123 3.081  -0.465
H12 -2.576 -3.777 0.514  0.437
C13 -5.643 0.046 3.005  -0.864
H13 6.322 -0.387 2.098  0.400
H14 8.281 3.899 0.835  0.366
H15 3.547 2.707 -5.976  0.383
H16 6.726 -3.266 -1.012  0.382
S1 -3.611 5.613 -5.141  0.466
H17 5.048 0.887 -7.185  0.389
H18 8.093 -1.430 0.377  0.382
H19 -6.769 -0.615 -4.394  0.377
H20 -1.055 5.153 3.995  0.368
H21 -0.419 2.920 4.889  0.233
C14 -0.478 -2.295 7.725  -0.679
N2 0.580 -2.365 6.803  0.021
C15 3.985 1.844 -5.497  -0.249
H22 2.447 -3.454 6.681  0.372
H23 8.411 4.932 3.133  0.222
S2 0.292 -4.237 -6.577  0.457
H24 0.375 -0.499 -0.779  0.214
C16 4.799 0.916 -6.135  -0.415
N3 -1.385 -4.709 2.049  0.031
H25 -0.811 -3.911 2.281  0.222
H26 -0.011 -1.982 -7.599  0.315
C17 -5.905 1.351 0.530  -0.905
H27 -5.925 -0.097 4.048  0.301
C18 -1.071 4.984 7.283  -0.350
H28 -2.644 -7.731 2.071  0.376
N4 -6.755 -3.797 -4.839  -0.003
C19 5.081 -2.733 0.250  -0.598
O1 -4.795 5.728 -4.172  -0.609
H29 -4.755 -4.394 -4.417  0.393
C20 0.343 -3.483 -4.797  -0.941
C21 -3.200 3.818 -4.873  -0.910
C22 0.783 -2.707 -7.420  -0.866
C23 0.016 -3.123 8.801  -0.206
H30 4.906 0.150 -2.958  0.239
O2 -1.204 -4.475 -6.940  -0.611
C24 -2.349 -4.657 1.096  -0.502
H31 3.416 2.107 -3.338  0.395
H32 -7.209 -4.696 -4.917  0.210
H33 -2.912 3.521 -3.864  0.319
C25 5.265 0.117 -5.107  -0.499
N5 4.951 -1.759 1.219  -0.009
C26 7.409 4.282 1.344  -0.608
H34 1.662 -2.298 -6.923  0.315
C27 -0.004 0.480 -0.488  -0.869
H35 4.264 4.753 2.210  0.419
H36 5.905 -0.743 -5.232  0.369
H37 1.590 1.160 0.554  0.030
H38 -1.441 6.817 6.132  0.364
C28 -1.077 4.912 5.048  -0.481
H39 -3.621 -6.101 0.129  0.387
C29 1.245 -3.628 8.565  -0.362
H40 -0.263 2.850 7.432  0.380
H41 -4.960 1.885 0.629  0.356
H42 -1.186 6.214 -4.940  0.343
H43 -1.127 5.328 8.305  0.366
H44 -2.431 7.428 -4.279  0.305
O3 -8.018 0.279 1.911  -0.615
H45 -4.443 -1.677 -3.971  0.419
N6 7.574 4.869 2.571  -0.017
H46 -0.450 -3.328 9.753  0.356
C30 5.342 4.717 2.155  -0.432
N7 -0.726 3.660 5.504  0.019
H47 -0.706 -6.332 3.312  0.357
H48 0.180 2.002 1.082  0.147
C31 -2.116 6.391 -4.399  -0.850
H49 -2.501 3.381 -5.587  0.356
C32 -5.322 -2.247 -4.234  -0.355
H50 -8.579 -2.566 -4.855  0.342
O4 0.376 0.141 1.930  -0.914
H51 -1.084 0.341 -0.433  0.209
H52 -1.456 -1.880 7.532  0.360
C33 -0.656 3.689 6.877  -0.512
H53 0.159 1.080 -1.384  0.304
H54 1.068 -2.980 -8.436  0.317
H55 0.572 -1.942 5.886  0.210
S3 -6.837 1.174 2.149  0.487
H56 4.283 -3.335 -0.158  0.371
C34 -1.255 5.753 6.143  -0.391
C35 6.050 4.230 1.097  -0.285
H57 -4.176 3.340 -4.947  0.293
C36 -1.409 -5.988 2.567  -0.604
H58 5.540 3.756 0.271  0.445

Forces on the atoms, in the same order (eV/Å):
H -0.248 0.585 0.537
C 2.135 2.097 0.243
H 0.178 -0.083 0.291
C -0.929 1.758 -1.688
H 0.141 0.131 -0.403
C -1.176 -3.498 -2.337
C 0.711 0.100 -0.894
C -1.439 1.141 0.677
H 0.136 -0.260 0.326
C 0.551 -1.807 2.201
C -2.538 0.600 -0.044
H -0.275 0.129 -0.211
H 0.001 0.171 -0.097
H -0.422 0.218 -0.175
H 0.028 0.012 -0.273
H -0.237 0.133 -0.203
H -0.052 -0.187 -0.001
C 2.138 -1.582 2.666
C 1.705 2.407 1.536
C -0.246 -1.489 -0.600
H -0.208 0.227 0.191
N 0.037 1.310 -1.599
C 0.122 -0.738 1.521
C 1.968 -0.103 0.555
H 0.344 0.149 0.222
C 0.306 0.439 -0.339
H 0.096 -0.127 -0.002
H -0.278 0.094 -0.285
H -0.230 -0.063 0.117
H 0.136 -0.011 0.008
S -0.870 -1.654 1.549
H 0.110 -0.153 0.201
H -0.009 -0.220 0.076
H -0.117 -0.050 0.073
H -0.155 -0.181 0.083
H -0.081 -0.049 0.204
C 2.641 -2.286 1.187
N -0.991 -0.218 0.444
C -1.420 1.154 1.109
H -0.112 0.468 -0.189
H -0.218 -0.022 -0.368
S -2.738 0.856 0.825
H 0.361 -0.209 0.494
C 0.747 -0.539 1.339
N -0.660 -0.657 -0.011
H 0.003 -0.295 0.210
H -0.223 -0.101 0.829
C -0.160 -1.136 0.199
H -0.350 0.227 -0.145
C 1.228 -2.059 0.604
H 0.088 -0.001 -0.077
N -0.955 -1.280 0.537
C -0.311 0.997 -0.332
O 1.749 0.620 -1.145
H -0.021 0.161 -0.003
C -0.102 -0.809 -1.111
C -0.290 0.001 -0.178
C 0.337 -0.279 -0.737
C -3.392 1.994 0.279
H 0.080 -0.319 -0.372
O 2.830 0.432 0.760
C -0.252 0.937 -1.242
H -0.115 -0.223 -0.093
H 0.527 -0.011 0.000
H 0.395 0.819 0.195
C 0.037 -1.310 -0.151
N 0.809 -0.738 -0.289
C 0.120 -0.001 0.267
H -0.139 0.150 0.057
C -1.402 -0.442 -0.811
H 0.145 0.071 0.233
H 0.013 -0.007 0.386
H 1.001 0.265 0.205
H -0.215 -0.140 -0.202
C 0.334 0.345 0.312
H -0.217 -0.071 0.314
C 1.931 0.403 -2.946
H -0.323 0.047 0.006
H -0.241 0.222 0.217
H -0.343 0.284 -0.512
H 0.037 -0.098 -0.040
H 0.490 0.035 -0.065
O 0.390 0.630 -0.176
H 0.082 -0.324 -0.005
N -2.531 0.049 0.465
H -0.597 0.279 -0.145
C -0.293 1.079 1.890
N 0.094 1.098 0.278
H -0.158 0.179 0.007
H -0.517 0.551 -0.428
C -0.819 -0.718 0.665
H -0.044 0.243 -0.129
C 0.951 0.751 0.075
H 0.200 -0.436 -0.277
O 0.154 0.913 -1.629
H -0.313 -0.026 0.114
H 0.383 0.186 -0.061
C -0.689 1.259 -0.047
H 0.229 0.638 -0.012
H 0.226 -0.302 0.027
H -0.015 -0.050 0.106
S 0.445 -1.026 -0.328
H -0.133 0.229 0.343
C -0.208 -0.308 -1.286
C 1.065 -1.495 -2.281
H -0.058 0.125 -0.555
C -0.331 -0.298 -0.426
H 0.438 0.087 -0.303

[3]
ORCA calculation (the ωB97M-V functional and the def2-TZVPD basis) on an isolated molecule of C10H8O2 at a distorted geometry.

calculated total energy	-14592.4724	eV
energy above the lowest of the compared OMol25 structures with the same formula, charge and spin	59.2	kcal/mol
structure (SMILES)	O=CCc1coc2ccccc12

Each line ends with the Mulliken charge.
CARTESIAN COORDINATES (ANGSTROEM)
C1 3.399 -0.088 -0.099  -0.266
H1 2.131 -1.470 -1.190  0.318
C2 1.034 0.365 -0.230  0.400
C3 -3.078 -0.150 0.388  -0.397
H2 1.866 2.413 -0.341  0.359
C4 -0.961 -1.300 -0.122  -0.655
C5 2.125 -0.712 -0.310  -0.117
H3 -2.787 -2.339 0.159  0.350
H4 -4.162 -0.050 0.484  0.360
C6 -0.377 -0.033 -0.207  0.821
C7 1.006 1.748 -0.153  -0.632
H5 1.768 -1.516 0.485  0.262
H6 -0.511 -2.245 -0.231  0.372
O1 3.889 -0.138 1.060  -0.508
H7 -3.117 1.874 0.414  0.304
C8 -1.073 1.127 0.127  0.155
O2 -0.270 2.199 -0.033  -0.377
C9 -2.400 1.066 0.438  -0.667
C10 -2.347 -1.342 0.122  -0.576
H8 3.865 0.591 -0.762  0.493

Forces on the atoms, in the same order (eV/Å):
C 1.983 -0.273 6.039
H -0.318 1.994 0.493
C -0.791 0.323 -1.325
C 1.157 -0.501 -0.299
H -1.102 0.030 0.492
C -2.507 1.410 0.246
C -3.113 -3.002 -0.387
H -0.269 0.386 -0.045
H 0.384 -0.703 0.094
C 1.601 -0.559 1.700
C 1.403 -2.461 -0.918
H 1.479 1.918 -0.822
H 1.075 -0.703 -0.307
O -0.572 0.112 -3.045
H 0.660 0.765 0.551
C 0.258 -1.030 -1.273
O 0.184 1.255 0.851
C -2.168 0.170 -0.899
C 0.234 0.319 0.352
H 0.424 0.549 -1.499

[4]
ORCA calculation (the ωB97M-V functional and the def2-TZVPD basis) on a structure of composition C26H33BrF3N7O5S2Ti at a distorted geometry.

calculated total energy	-171152.1150	eV
energy above the lowest of the compared OMol25 structures with the same formula, charge and spin	4.3	kcal/mol

Each line ends with the Mulliken charge.
CARTESIAN COORDINATES (ANGSTROEM)
H1 -3.373 1.692 -0.012  0.438
N1 0.306 -0.084 1.883  1.931
H2 1.923 -1.294 4.114  0.132
H3 -3.881 0.974 -1.544  0.458
C1 2.246 -0.944 1.098  -0.161
H4 1.841 -2.867 -3.540  0.524
H5 2.225 5.066 5.363  0.397
H6 3.090 -0.065 3.597  0.607
C2 -0.010 3.599 2.553  0.235
H7 1.732 3.723 1.331  0.419
C3 -0.520 3.818 3.830  -0.155
C4 0.283 4.335 4.838  -0.598
F1 3.958 4.385 -0.763  -0.251
H8 -2.462 1.199 -3.323  0.518
O1 1.112 1.358 -1.552  -0.617
H9 1.385 -4.197 0.324  0.257
H10 -2.427 1.110 1.927  0.533
O2 2.911 2.909 -2.054  -0.453
C5 -3.122 0.945 -0.761  -1.029
C6 1.504 -0.401 2.225  -0.503
N2 -0.286 -0.905 -1.810  1.545
C7 -0.775 0.055 2.855  -1.157
C8 1.055 -2.113 -3.556  -2.160
H11 -0.841 -0.664 -3.863  0.664
H12 -2.874 -0.444 2.624  0.511
H13 -0.747 1.553 -3.070  0.388
S1 2.581 1.380 -1.155  0.264
Ti1 0.007 0.404 -0.115  -2.278
H14 1.357 -1.340 -4.268  0.325
H15 -0.473 -3.894 -1.396  -0.255
N3 0.416 -4.458 0.434  -0.097
C9 -1.585 0.961 -2.718  -1.493
N4 -1.891 -0.522 0.731  0.506
C10 2.031 -0.329 3.611  -1.732
Br1 -2.291 3.354 4.339  -0.126
H16 -2.218 -4.131 1.957  0.279
H17 -1.639 -1.498 0.855  -0.165
C11 0.835 -1.541 -2.187  1.187
H18 -2.149 -1.125 -2.798  0.203
C12 1.606 4.661 4.572  -0.504
O3 2.763 1.818 0.216  -0.366
H19 -3.008 -1.210 -0.879  0.098
H20 -1.966 -5.927 0.298  0.364
C13 3.110 -2.169 -1.247  -0.427
N5 -1.796 1.298 -1.300  0.047
C14 1.829 -1.607 -1.204  -0.478
S2 0.340 -3.479 2.958  -0.355
C15 -0.459 -4.733 -0.709  0.131
H21 4.121 -1.398 1.927  0.485
H22 3.461 -2.666 -2.144  0.449
C16 -3.082 -0.433 -0.121  -0.677
C17 -1.802 -4.892 -0.007  -0.735
H23 -0.133 4.477 5.826  0.424
C18 4.054 3.560 -1.820  0.929
N6 -1.603 -4.027 1.164  -0.171
C19 3.479 -1.449 1.054  0.008
C20 2.129 4.457 3.303  -0.764
H24 1.499 0.428 4.188  0.373
H25 -2.639 -4.562 -0.619  0.351
F2 5.085 2.745 -1.568  -0.261
C21 -0.798 2.997 1.425  0.479
N7 1.442 -0.939 -0.041  1.849
O4 -0.121 2.165 0.675  0.650
H26 0.152 -2.587 -3.945  0.472
C22 -2.095 0.085 2.074  -1.048
H27 -0.746 -0.807 3.517  0.730
H28 -0.680 0.956 3.466  0.082
C23 3.938 -2.067 -0.158  -1.658
C24 1.326 3.918 2.312  -0.233
O5 -1.982 3.228 1.272  -0.610
C25 -1.241 -0.520 -2.863  -0.664
H29 4.942 -2.465 -0.210  0.439
H30 -0.154 -5.633 -1.237  0.392
H31 3.160 4.706 3.083  0.425
H32 -1.635 2.287 -1.146  0.366
H33 -3.995 -0.609 0.454  0.566
C26 -0.265 -3.984 1.494  0.028
F3 4.371 4.301 -2.882  -0.279

Forces on the atoms, in the same order (eV/Å):
H -0.002 0.076 0.045
N -0.180 0.025 0.785
H 0.009 0.023 -0.024
H -0.105 0.025 -0.058
C -1.371 0.393 -0.767
H -0.009 0.043 -0.001
H -0.036 -0.002 -0.031
H -0.056 -0.044 0.006
C 0.190 0.048 -0.079
H 0.033 -0.078 -0.083
C 0.061 0.032 0.090
C 0.117 0.039 -0.040
F 0.058 0.246 0.095
H -0.122 0.054 -0.069
O 0.982 0.433 0.091
H -0.038 -0.060 0.014
H -0.026 0.017 -0.014
O 0.028 -0.216 -0.149
C 0.230 0.000 -0.015
C 0.075 -0.214 0.003
N 0.055 0.177 -0.526
C 0.102 0.291 -0.246
C 0.003 -0.055 -0.066
H 0.032 -0.056 -0.106
H -0.080 -0.075 0.053
H 0.081 0.062 0.000
S 0.158 1.038 -0.528
Ti -1.635 -1.011 -0.739
H -0.041 -0.001 0.010
H 0.045 0.261 -0.176
N 0.236 0.073 -0.233
C 0.020 -0.115 0.276
N -0.050 0.102 0.506
C 0.160 -0.061 0.153
Br -0.027 -0.029 -0.065
H -0.045 0.060 -0.013
H 0.010 -0.071 -0.012
C -0.119 -0.120 0.031
H -0.053 -0.054 0.035
C -0.085 -0.017 0.052
O -0.093 -0.246 0.100
H 0.035 -0.051 -0.007
H -0.007 -0.048 0.013
C 0.485 -0.236 0.174
N 0.051 -0.209 -0.348
C -0.612 0.295 0.677
S -0.104 -0.085 -0.264
C 0.189 -0.030 0.266
H -0.019 -0.084 -0.105
H -0.018 0.031 0.036
C 0.160 0.048 0.015
C 0.019 0.138 0.197
H 0.011 -0.002 -0.007
C -0.919 -0.372 0.195
N -0.127 -0.109 0.094
C 1.412 -0.722 -0.213
C -0.005 0.014 -0.025
H 0.019 -0.015 -0.026
H -0.005 0.032 0.015
F 0.476 -0.323 0.009
C 0.479 -0.974 -0.232
N 0.663 -0.158 -0.016
O -0.493 1.380 1.012
H 0.022 -0.007 0.015
C 0.139 -0.017 -0.270
H 0.038 -0.140 0.096
H 0.021 0.026 -0.024
C -0.070 0.125 0.260
C 0.043 0.029 0.052
O -0.435 0.297 -0.184
C 0.173 -0.032 0.371
H -0.015 -0.010 0.053
H 0.042 -0.014 -0.009
H -0.057 -0.022 0.018
H 0.010 0.040 0.019
H -0.084 -0.018 0.013
C -0.184 -0.041 0.058
F 0.153 0.269 -0.233

[5]
ORCA calculation (the ωB97M-V functional and the def2-TZVPD basis) on an isolated molecule of CN2O2S.

calculated total energy	-18943.9548	eV
energy above the lowest of the compared OMol25 structures with the same formula, charge and spin	75.3	kcal/mol
structure (SMILES)	S=c1onno1

Each line ends with the Mulliken charge.
CARTESIAN COORDINATES (ANGSTROEM)
S1 -2.317 -0.001 0.002  -0.285
N1 1.406 0.614 -0.001  0.035
C1 -0.718 0.000 -0.004  0.407
O1 0.106 1.076 0.000  -0.092
N2 1.415 -0.612 0.006  0.032
O2 0.108 -1.077 -0.003  -0.097

Forces on the atoms, in the same order (eV/Å):
S -0.048 0.002 -0.017
N 0.251 -0.254 0.074
C 0.191 -0.093 0.044
O -0.153 -0.003 -0.053
N -0.106 0.349 -0.079
O -0.135 0.000 0.032

Question: Number 4 is which compound?
Answer: C26H33BrF3N7O5S2Ti